[1]
C11H23N5O3S | wB97M-V/def2-TZVPD

Structure (XYZ):
```
43
Properties=species:S:1:pos:R:3:forces:R:3:nbo_charge:R:1
C -2.53184 1.95547 0.12983 -4.1 -0.1 -1.7 -0.14
C -1.46091 1.21525 0.86959 2.4 2.2 -4.6 0.67
C -3.84416 0.99699 0.00186 -3.1 4.2 3.6 -0.42
C -3.71550 -0.22915 -0.70700 -2.2 -1.8 -0.9 -0.49
C -5.70987 -2.00369 0.99053 -0.5 0.0 0.3 -0.83
C 1.08704 1.01101 0.74835 -4.8 -3.3 3.3 -0.19
C 2.15967 1.75027 0.21949 -0.4 0.8 0.1 0.77
C 1.12320 -0.56792 0.89564 -0.4 0.3 1.6 -0.37
C 1.28673 -1.07155 -0.44997 -1.1 -0.5 -1.0 -0.45
C 2.53323 -0.85750 -1.09590 3.0 -1.1 -1.2 -0.22
C 4.78430 -0.98587 -0.10119 4.3 2.6 -1.2 0.60
H -2.66075 1.53746 -2.06344 0.4 3.6 2.4 0.40
H -2.84328 3.49330 -1.34206 1.4 -5.0 -1.0 0.41
H -2.77626 2.91570 0.69592 0.2 -1.5 -0.5 0.23
H -4.53115 1.64387 -0.63826 0.5 -0.6 1.2 0.21
H -4.48817 0.79928 1.01849 2.0 0.7 -2.0 0.21
H -3.71919 -0.02659 -1.77324 0.3 -0.6 -0.3 0.21
H -2.94102 -0.81071 -0.39217 2.6 -1.5 0.5 0.21
H -7.07594 -2.23299 0.73928 4.7 0.7 1.3 0.27
H -4.97719 -3.24543 1.41991 -2.4 4.1 -1.0 0.23
H -5.47871 -0.88971 1.48772 -1.0 -3.6 0.3 0.25
H -0.18467 1.97849 -0.54926 -0.3 2.2 -2.4 0.43
H 1.05770 1.20976 1.81624 -0.3 0.9 0.3 0.25
H 1.95717 -1.09417 1.55692 -2.0 1.8 -0.7 0.22
H 0.01202 -0.76581 1.21531 2.5 -0.1 0.0 0.26
H 0.61719 -0.57161 -1.07066 -2.0 0.2 -1.1 0.23
H 1.18435 -2.10074 -0.45262 -1.2 -2.5 -0.2 0.19
H 2.63475 -1.09684 -2.19188 -0.3 -1.7 0.8 0.20
H 2.70756 0.09842 -1.37166 0.9 3.8 0.7 0.23
H 3.15720 -2.47633 0.26537 2.2 4.4 -2.0 0.39
H 6.22718 0.11786 -0.43256 -1.9 1.4 0.0 0.35
H 6.84144 -2.02513 0.46998 -4.3 1.4 -1.4 0.43
H 5.44338 -3.00152 0.03348 0.3 2.5 -0.1 0.39
H 3.97092 1.36165 0.32608 -0.1 0.7 1.3 0.53
N -2.39619 2.37536 -1.33095 0.0 1.8 0.2 -0.92
N -0.27839 1.32278 0.13510 1.9 -2.6 4.0 -0.63
N 3.55284 -1.39497 -0.21816 -3.4 -5.1 1.4 -0.60
N 5.16891 0.29552 -0.37397 0.8 -3.5 0.9 -0.85
N 5.76082 -1.97434 0.04590 2.5 -3.9 1.7 -0.87
O -1.64456 0.62870 1.87095 -0.3 -1.5 2.7 -0.60
O 1.97871 2.42120 -0.74055 0.5 1.5 -2.5 -0.60
O 3.21177 1.70920 0.98047 3.0 -1.1 -1.0 -0.73
S -5.20029 -1.41501 -0.63691 -0.1 -0.2 -1.9 0.13
```
Positions in Å, forces in eV/Å.

## Properties
HOMO-LUMO gap (hartree): 0.316
Total energy (eV): -36199.3902
E_HOMO (eV): -8.38


[2]
C4H7NO2 | wB97M-V/def2-TZVPD

Structure (XYZ):
```
14
Properties=species:S:1:pos:R:3:forces:R:3:nbo_charge:R:1
C 0.24397 -1.07662 -1.02642 -0.1 0.1 0.3 -0.64
C 0.07089 0.09955 -0.07921 -0.8 1.9 -1.6 0.12
C 1.33440 0.85287 0.21314 -0.8 -0.7 -0.3 -0.56
C 1.24902 2.10358 -0.16299 2.0 1.4 1.3 0.72
O 1.33492 3.25927 -0.32027 -0.7 -1.0 -0.5 -0.45
O -0.52174 -0.24348 1.15046 -0.5 -0.1 0.4 -0.42
N -1.88947 -0.65304 0.97881 0.3 -0.1 -0.2 -0.53
H 0.76380 -0.75498 -1.92526 0.0 0.0 0.0 0.22
H -0.72355 -1.49112 -1.29619 -0.1 0.0 0.0 0.23
H 0.82684 -1.85294 -0.52820 0.1 0.0 0.0 0.21
H -0.50417 0.97806 -0.62047 -0.1 -2.0 0.8 0.16
H 2.19283 0.37275 0.64901 0.3 0.3 0.0 0.26
H -1.94258 -1.57699 1.40940 0.1 0.3 0.0 0.34
H -2.43519 -0.01691 1.55818 0.2 -0.1 0.0 0.35
```
Positions in Å, forces in eV/Å.

## Properties
HOMO-LUMO gap (hartree): 0.366
Total energy (eV): -9843.4864
E_HOMO (eV): -9.16
SMILES: C[C@H](C=C=O)ON


[3]
C22H16N2O5S | wB97M-V/def2-TZVPD

Structure (XYZ):
```
46
Properties=species:S:1:pos:R:3:forces:R:3:nbo_charge:R:1
C 6.00094 -2.70236 2.02215 0.0 0.0 0.0 -0.62
C 4.64501 -2.23531 1.58765 0.0 0.0 -0.2 -0.01
C 3.69151 -1.89179 2.55226 -0.1 0.0 -0.1 -0.22
C 2.41921 -1.46852 2.22491 0.0 0.0 -0.1 0.01
C 1.39696 -1.10406 3.25326 0.0 0.0 0.0 -0.63
C 2.09518 -1.39002 0.86637 1.0 -0.3 -0.3 0.07
N 0.88744 -0.99135 0.36672 -0.9 0.1 -0.1 -0.47
C 0.89385 -1.00205 -0.91505 1.0 -0.3 0.0 0.26
N -0.17799 -0.64085 -1.67958 -0.4 0.0 -0.2 -0.42
C -0.16523 -0.59701 -3.04067 0.1 -0.1 -0.2 0.62
O 0.74776 -0.91303 -3.77629 -0.2 0.1 -0.1 -0.59
C -1.50886 -0.12674 -3.44774 -0.4 0.3 0.5 0.30
O -1.80634 -0.00822 -4.73611 0.1 -0.1 0.0 -0.62
C -2.25346 0.14433 -2.35129 0.5 -0.4 -0.8 -0.17
C -3.69941 0.45434 -2.38265 0.2 0.1 0.0 0.50
O -4.43269 -0.09175 -3.18415 0.1 0.1 0.1 -0.51
C -4.23331 1.42381 -1.42811 -1.4 0.0 -0.1 0.13
C -5.55480 1.69841 -1.14766 0.8 -0.3 -0.2 -0.21
C -5.54930 2.74065 -0.20333 0.5 0.2 0.1 -0.32
C -4.23351 3.03673 0.01563 -0.7 0.2 0.2 0.13
O -3.43873 2.25290 -0.71389 0.3 0.0 -0.2 -0.38
C -1.41942 -0.11938 -1.11327 0.0 0.4 0.2 -0.07
C -1.10675 1.07564 -0.27113 -0.2 -0.3 1.1 0.29
C -1.22495 1.28243 1.07160 0.0 -0.2 -0.8 -0.28
C -0.71054 2.57875 1.31120 0.1 0.3 -0.4 -0.32
C -0.31287 3.05183 0.09949 0.0 0.4 0.8 0.09
O -0.54403 2.14705 -0.86307 0.0 -0.3 -0.5 -0.41
S 2.38321 -1.51300 -1.70661 0.1 0.0 0.5 0.40
C 3.05419 -1.72596 -0.10951 -0.5 0.2 0.2 -0.13
C 4.32356 -2.14943 0.24405 0.1 0.0 0.1 -0.26
H 6.68444 -2.75225 1.17878 0.1 0.0 0.0 0.21
H 6.41502 -2.03083 2.77215 0.1 0.0 0.0 0.22
H 5.92998 -3.69504 2.46695 0.1 -0.1 0.0 0.22
H 3.96682 -1.96024 3.59537 0.0 0.0 0.1 0.20
H 0.88454 -0.19184 2.95627 -0.1 0.1 0.1 0.23
H 1.85792 -0.96617 4.22786 0.0 0.0 0.1 0.21
H 0.64926 -1.89313 3.32763 -0.1 0.0 0.1 0.22
H -1.02690 -0.27618 -5.25330 0.0 0.0 0.1 0.50
H -6.40028 1.19877 -1.57310 -0.1 -0.1 -0.1 0.24
H -6.39856 3.21034 0.24818 -0.1 0.1 0.1 0.23
H -3.75874 3.76307 0.64635 0.2 0.0 0.0 0.21
H -1.87771 -0.87813 -0.46795 0.1 0.1 -0.1 0.24
H -1.62786 0.59947 1.78990 -0.1 -0.2 0.1 0.23
H -0.64381 3.08090 2.25441 0.1 0.2 0.2 0.23
H 0.13496 3.97935 -0.19748 0.1 0.1 -0.1 0.21
H 5.04429 -2.40413 -0.51720 0.2 0.0 -0.1 0.21
```
Positions in Å, forces in eV/Å.

## Properties
HOMO-LUMO gap (hartree): 0.284
Total energy (eV): -47126.1470
E_HOMO (eV): -8.17
SMILES: Cc1cc(C)c2nc(N3C(=O)C(O)=C(C(=O)c4ccco4)[C@@H]3c3ccco3)sc2c1


[4]
C25H24CeN7O7S2 | wB97M-V/def2-TZVPD

Structure (XYZ):
```
66
Properties=species:S:1:pos:R:3:forces:R:3:mulliken_charge:R:1
Ce 0.78032 -0.76766 0.10563 2.0 -0.6 2.3 0.74
O -1.02530 4.29710 0.38731 0.0 0.7 -0.5 -0.69
C -0.06984 4.43629 -0.54820 -0.3 0.1 0.3 0.36
C -0.09448 5.57862 -1.35070 0.0 0.0 -0.1 -0.73
C 0.88620 5.78507 -2.29982 0.1 -0.1 0.0 -0.31
C 1.91724 4.85632 -2.47566 -0.2 0.0 0.1 -0.90
C 1.92769 3.72136 -1.68758 0.0 0.1 0.0 -0.31
C 0.94544 3.48605 -0.72413 0.3 -0.1 -0.1 0.30
C 0.99264 2.23557 0.06984 0.1 0.1 0.1 0.74
O 1.85357 1.31720 -0.23710 -0.3 0.6 0.2 -0.55
N 0.11214 2.16554 1.04191 0.1 -0.6 0.4 -1.09
N 0.05276 0.91035 1.68488 0.2 0.9 -0.4 0.52
C -0.41698 0.90491 2.86832 -0.2 -0.3 0.6 -0.25
C -0.62191 -0.28975 3.67561 0.0 0.6 0.1 0.56
C -1.10492 -0.10506 4.98247 0.0 0.1 0.0 -0.75
C -1.31044 -1.16010 5.84048 0.1 -0.1 -0.2 -0.82
C -1.01567 -2.45156 5.37602 0.0 0.0 0.1 -0.41
C -0.54573 -2.66221 4.10021 -0.1 -0.1 0.1 -0.69
C -0.34347 -1.59225 3.20724 0.1 -0.2 -0.3 0.28
O 0.09138 -1.81827 2.00249 0.0 0.0 0.2 -0.15
H -0.79528 3.47259 0.88460 0.0 -0.3 0.2 0.56
H -0.89521 6.29264 -1.19495 0.1 0.0 0.0 0.42
H 0.85340 6.68245 -2.90810 0.0 -0.1 0.0 0.37
H 2.69229 5.02145 -3.21231 0.0 0.0 0.0 0.42
H 2.71192 2.98383 -1.79501 0.0 0.0 0.0 0.33
H -0.66383 1.86742 3.31298 -0.1 0.1 0.1 0.32
H -1.31623 0.90791 5.31064 0.0 0.0 0.0 0.36
H -1.68403 -1.00031 6.84311 0.0 0.0 0.0 0.39
H -1.16056 -3.30268 6.03114 0.0 0.0 0.0 0.39
H -0.32214 -3.65864 3.73696 0.0 0.0 0.0 0.41
C 6.36442 -0.27327 0.47369 -0.2 0.0 0.0 -0.90
O 5.13052 -0.71311 1.06132 0.2 0.0 -0.1 -0.33
C 4.05031 -0.87443 0.30083 0.1 0.0 0.1 0.62
O 3.01725 -1.27308 0.81477 1.0 -0.1 0.1 -0.37
N 4.18795 -0.62107 -1.02736 -0.1 -0.1 0.2 -0.16
N 3.02319 -0.60238 -1.79218 -0.1 0.1 0.0 -0.29
H 7.09063 -0.25743 1.27490 0.0 0.0 0.1 0.25
H 6.26195 0.73803 0.07395 0.0 0.0 0.0 0.34
H 6.69528 -0.96668 -0.29899 0.0 0.0 0.0 0.36
H 4.97430 -0.08654 -1.34346 0.1 0.1 -0.1 0.28
H 3.15966 -1.12380 -2.64353 -0.1 -0.1 -0.1 0.31
H 2.74005 0.35449 -1.96622 -0.1 0.2 -0.1 0.16
N -7.02489 -0.13845 -1.85842 0.3 0.0 -0.1 -0.53
C -5.66647 -0.41337 -1.84277 -0.3 0.0 0.0 1.05
C -5.08156 -1.15705 -2.87085 -0.1 0.0 -0.1 -0.79
C -3.71987 -1.38998 -2.88046 -0.2 0.1 0.0 -0.55
C -2.93405 -0.86930 -1.86344 -0.4 0.1 0.1 -0.20
C -3.49822 -0.12487 -0.82732 0.0 -0.1 -0.2 -0.45
C -4.85705 0.09949 -0.82081 0.0 0.0 0.0 -0.86
S -1.24792 -1.23277 -1.90878 -0.4 -0.1 -0.5 1.76
O -0.56661 0.01799 -1.43218 -1.5 0.2 -1.8 -0.39
O -0.86624 -1.62753 -3.23354 0.1 -0.1 -0.1 -0.79
N -1.08883 -2.35833 -0.79372 0.7 -0.5 -0.3 -0.39
C -0.02034 -3.24542 -0.87970 -0.9 0.1 -0.5 0.46
S -0.20405 -4.94598 -0.69001 -0.4 -0.2 0.1 -0.20
C 1.48301 -5.16018 -0.91010 0.1 -0.3 0.1 -0.30
C 2.07455 -3.96744 -1.10212 0.0 0.4 0.0 -0.67
N 1.21968 -2.87902 -1.07767 0.4 -1.0 -0.5 -0.04
H -7.61202 -0.71352 -2.43537 0.0 -0.1 0.0 0.21
H -7.44987 0.16017 -0.99919 0.0 0.0 0.1 0.22
H -5.70231 -1.54576 -3.67302 0.0 0.0 0.1 0.28
H -3.26027 -1.95828 -3.68145 0.0 0.1 0.1 0.48
H -2.88460 0.29176 -0.04090 0.1 0.0 0.0 0.45
H -5.30343 0.68902 -0.02582 0.0 -0.1 -0.1 0.30
H 1.94909 -6.13612 -0.86198 -0.1 0.2 0.0 0.47
H 3.13578 -3.80991 -1.24639 -0.1 0.0 0.0 0.36
```
Positions in Å, forces in eV/Å.

## Properties
HOMO-LUMO gap (alpha / beta) (hartree): 0.267 / 0.271
Total energy (eV): -85680.2223
Multiplicity: 2
E_HOMO (alpha / beta) (eV): -7.20 / -7.30


[5]
C7H15N | wB97M-V/def2-TZVPD

Structure (XYZ):
```
23
Properties=species:S:1:pos:R:3:forces:R:3:nbo_charge:R:1
C -1.52921 2.20190 -2.27648 -1.0 -0.1 0.6 -0.62
C -1.92485 1.61387 -0.91613 1.2 -0.7 -0.4 -0.42
C -1.19964 0.28036 -0.60199 -0.3 1.2 0.1 -0.41
C 0.30689 0.49526 -0.34148 0.0 -0.4 -0.2 -0.47
N 1.83211 -2.69894 1.17768 -0.6 -0.2 -0.7 -0.91
C 1.45342 -1.62846 0.30912 0.8 0.4 -0.2 -0.14
C 0.82136 -0.50628 0.65117 -0.2 -0.2 0.1 -0.09
C 0.56588 -0.15413 2.08894 0.3 -0.3 0.2 -1.14
H -0.47484 2.20108 -2.38317 1.2 0.1 0.0 0.20
H -1.86346 3.23555 -2.27112 -0.1 0.2 -0.5 0.19
H -1.91924 1.64776 -3.12858 -0.3 0.0 0.0 0.19
H -1.52824 2.30110 -0.17065 -0.5 0.2 0.3 0.19
H -3.00476 1.50917 -0.82462 -0.1 0.1 0.1 0.19
H -1.30073 -0.41413 -1.43254 -0.2 -0.3 0.1 0.19
H -1.66947 -0.10336 0.30530 0.1 -0.4 -0.1 0.20
H 0.82581 0.45300 -1.29995 0.2 -0.2 0.0 0.19
H 0.50588 1.48207 0.06552 -0.2 0.3 0.1 0.20
H 1.09278 -2.86401 1.84099 0.0 -0.1 0.5 0.35
H 2.70242 -2.55704 1.65279 0.3 0.2 0.3 0.35
H 1.79942 -1.77063 -0.71236 -0.4 0.0 -0.1 0.16
H 1.16314 0.71242 2.40171 0.0 0.1 -0.2 0.20
H 0.87875 -0.97475 2.72467 0.0 0.0 0.3 0.19
H -0.46334 0.07227 2.35095 -0.3 0.1 -0.2 0.20
```
Positions in Å, forces in eV/Å.

## Properties
HOMO-LUMO gap (alpha / beta) (hartree): 0.085 / 0.316
Total energy (eV): -8990.3901
Multiplicity: 2
E_HOMO (alpha / beta) (eV): 1.38 / -5.02
Total charge: -1


[6]
C4H7N | wB97M-V/def2-TZVPD

Structure (XYZ):
```
12
Properties=species:S:1:pos:R:3:forces:R:3:nbo_charge:R:1
C -2.41575 -0.28654 0.10981 -0.4 -0.4 0.3 -0.04
N -1.54484 -0.85213 -0.59403 0.1 -0.1 -0.7 -0.40
C -0.26600 -0.29589 -0.70581 0.5 0.3 0.6 -0.06
C 0.60632 -0.18310 0.29237 0.1 0.4 -0.3 -0.22
C 1.98063 0.42619 0.11518 -1.0 0.2 0.5 -0.64
H -2.25028 0.61538 0.69916 0.1 0.2 -0.1 0.15
H -3.39635 -0.75809 0.15722 0.0 0.1 0.1 0.17
H 0.05732 0.02698 -1.69057 -0.3 -0.2 -0.2 0.20
H 0.34260 -0.51132 1.28981 -0.1 -0.2 0.0 0.20
H 2.17280 1.06159 0.97801 0.3 -0.2 0.2 0.21
H 2.00107 1.12752 -0.71739 0.2 -0.4 -0.4 0.21
H 2.71250 -0.37060 0.06623 0.5 0.2 -0.2 0.22
```
Positions in Å, forces in eV/Å.

## Properties
HOMO-LUMO gap (hartree): 0.366
Total energy (eV): -5750.1058
E_HOMO (eV): -8.79
SMILES: C=N/C=C/C